(1)
{"formula": "C27H26CaN5O6P2", "method": "ωB97M-V with the def2-TZVPD basis set", "e_above_lowest_ev": 0.149, "largest_force_ev_per_a": 0.346, "e_lumo_ev": -3.689, "homo_ev": -11.83, "charge": 1, "orbital_gap_ev": 8.1, "species": ["Ca", "O", "N", "O", "C", "C", "C", "C", "C", "C", "N", "C", "C", "N", "C", "C", "C", "C", "H", "H", "H", "H", "H", "H", "H", "O", "C", "O", "C", "C", "N", "N", "C", "C", "O", "O", "H", "H", "H", "C", "P", "C", "C", "C", "C", "C", "C", "C", "P", "C", "C", "H", "H", "H", "H", "H", "H", "H", "H", "H", "H", "H", "H", "H", "H", "H", "H"], "xyz": [[-0.266177, -0.345489, -0.135784], [3.663575, 5.189736, -3.237517], [4.309113, 4.161133, -3.243392], [5.364089, 3.981396, -3.803165], [3.754511, 3.035571, -2.471900], [4.622458, 2.305873, -1.749258], [4.144908, 1.227325, -0.931000], [5.000651, 0.414806, -0.168391], [4.471100, -0.613356, 0.565816], [3.086270, -0.816352, 0.531032], [2.256035, -0.070142, -0.169075], [2.773778, 0.949958, -0.896528], [1.852749, 1.745776, -1.699914], [0.541931, 1.414073, -1.651207], [-0.299288, 2.036145, -2.449664], [0.099217, 3.056581, -3.325658], [1.411209, 3.441890, -3.345692], [2.335347, 2.778025, -2.509790], [5.679980, 2.530249, -1.790594], [6.066054, 0.602931, -0.172776], [5.100912, -1.259605, 1.159231], [2.641998, -1.624121, 1.103735], [-1.331427, 1.703214, -2.415154], [-0.628441, 3.523142, -3.972198], [1.740154, 4.240344, -3.993137], [-0.499817, -2.741091, -5.387979], [0.196948, -3.585862, -4.654667], [0.830358, -4.498014, -5.119239], [0.210031, -3.373310, -3.168774], [0.982397, -4.149076, -2.334729], [0.796541, -3.693789, -1.085034], [-0.082991, -2.680553, -1.036880], [-0.452894, -2.475404, -2.305413], [-1.406210, -1.330584, -2.585536], [-1.579046, -1.003321, -3.759767], [-1.917491, -0.774106, -1.560633], [-0.945040, -2.047360, -4.827819], [1.624256, -4.976115, -2.580783], [1.172867, -4.080987, -0.236932], [-1.870689, 2.780763, 2.519352], [-2.179589, 1.335027, 1.435242], [-3.465353, 1.983064, 0.308293], [-3.099393, 0.212162, 2.554497], [-4.424210, 0.475891, 2.893083], [-5.122873, -0.362137, 3.745012], [-4.502377, -1.481641, 4.274587], [-3.183875, -1.755954, 3.954366], [-2.467293, -0.922290, 3.098031], [-0.710498, -1.258808, 2.706988], [0.134772, -0.571953, 4.182663], [-0.531952, -3.059239, 2.999797], [-2.809459, 3.125642, 2.953521], [-1.425415, 3.582794, 1.930339], [-1.182951, 2.515988, 3.320934], [-4.277722, 2.484163, 0.833238], [-3.855390, 1.165912, -0.297994], [-2.990648, 2.703541, -0.360371], [-4.927017, 1.343432, 2.487649], [-6.152270, -0.142962, 3.992593], [-5.045616, -2.142528, 4.936124], [-2.717393, -2.634279, 4.377089], [-0.313526, -0.979846, 5.089128], [0.040397, 0.513078, 4.196002], [1.194838, -0.824327, 4.155394], [-0.761001, -3.347323, 4.025287], [0.503848, -3.333393, 2.793810], [-1.177980, -3.604293, 2.311513]], "forces_ev_per_a": [[0.0, -0.1, 0.3], [0.0, 0.0, 0.0], [-0.1, 0.0, 0.0], [0.1, 0.1, 0.0], [-0.1, -0.1, 0.1], [-0.1, -0.1, 0.0], [-0.1, 0.1, -0.1], [0.0, 0.0, 0.0], [0.0, 0.0, 0.0], [0.1, 0.0, 0.1], [0.0, 0.2, 0.0], [-0.3, 0.1, -0.1], [0.1, -0.2, 0.2], [0.1, -0.1, -0.1], [-0.1, 0.2, -0.2], [0.0, -0.1, 0.1], [0.0, 0.0, 0.0], [0.1, 0.0, 0.0], [0.0, 0.0, 0.0], [0.0, 0.0, 0.0], [0.0, 0.0, 0.0], [0.0, 0.0, 0.0], [0.0, 0.0, 0.0], [0.0, 0.0, 0.0], [0.0, 0.0, 0.0], [0.0, -0.1, 0.0], [0.0, 0.0, 0.0], [0.0, 0.0, 0.0], [-0.1, 0.0, -0.1], [-0.1, 0.1, 0.0], [0.0, -0.1, -0.2], [0.1, 0.1, 0.0], [0.1, 0.1, 0.3], [-0.2, -0.1, -0.2], [-0.1, 0.0, 0.0], [0.3, 0.1, 0.0], [0.0, 0.0, 0.0], [0.0, -0.1, 0.0], [0.0, 0.0, 0.0], [0.0, -0.1, -0.1], [-0.2, 0.1, 0.0], [0.1, 0.0, 0.0], [0.1, -0.1, 0.0], [0.0, 0.0, 0.0], [0.0, 0.0, 0.0], [0.0, 0.0, 0.0], [0.0, 0.0, 0.0], [0.0, 0.1, -0.1], [0.0, -0.2, 0.1], [-0.1, 0.0, -0.1], [0.0, 0.1, 0.0], [0.0, 0.0, 0.0], [0.0, 0.0, 0.0], [0.0, 0.0, 0.0], [0.0, 0.0, 0.0], [0.0, 0.0, 0.0], [0.0, 0.0, 0.0], [0.0, 0.0, 0.0], [0.0, 0.0, 0.0], [0.0, 0.0, 0.0], [0.0, 0.0, 0.0], [0.0, 0.0, 0.0], [0.0, 0.0, 0.0], [0.0, 0.0, 0.0], [0.0, 0.0, 0.0], [0.0, 0.0, 0.0], [0.0, 0.0, 0.0]]}

(2)
{"formula": "C27H26LaN11O4", "method": "ωB97M-V with the def2-TZVPD basis set", "e_above_lowest_ev": 0.206, "largest_force_ev_per_a": 1.762, "e_lumo_ev": -0.767, "homo_ev": -4.16, "orbital_gap_ev": 3.4, "species": ["La", "N", "C", "C", "N", "C", "C", "N", "C", "C", "N", "H", "H", "H", "H", "H", "H", "N", "N", "C", "N", "N", "N", "O", "O", "H", "H", "H", "H", "H", "C", "C", "C", "C", "C", "C", "C", "C", "C", "C", "C", "C", "C", "C", "C", "H", "H", "H", "H", "H", "H", "H", "H", "H", "H", "C", "N", "C", "C", "C", "O", "N", "C", "O", "H", "H", "H", "H", "H"], "xyz": [[-0.692990, -0.213697, -1.114779], [-1.076099, -3.514362, 2.207703], [0.063410, -3.022584, 2.808153], [0.480571, -1.981151, 2.038179], [-0.378731, -1.830517, 0.977063], [-1.291048, -2.766189, 1.098905], [-2.408099, -2.908642, 0.164693], [-2.545603, -2.162441, -0.910418], [-3.727078, -2.557922, -1.496494], [-4.292383, -3.558781, -0.771698], [-3.437533, -3.780262, 0.288301], [-1.592612, -4.318808, 2.514869], [0.463475, -3.446556, 3.709121], [1.330639, -1.335758, 2.176544], [-4.105284, -2.076432, -2.380669], [-5.202177, -4.115018, -0.895299], [-3.590163, -4.437344, 1.033066], [-1.690039, 0.873910, -3.653146], [-1.511736, 0.029585, -4.759908], [-0.768592, -1.084097, -4.623711], [-0.444582, -1.813700, -5.691708], [-0.444274, -1.341409, -3.354079], [0.303533, -2.426078, -3.014199], [0.707118, -3.263290, -3.812711], [0.506869, -2.448832, -1.798853], [-2.697262, 1.030859, -3.455466], [-1.207588, 1.752401, -3.824706], [-1.708309, 0.378574, -5.688644], [-0.751850, -1.546616, -6.609420], [0.077083, -2.667868, -5.556684], [1.064574, 1.369170, -1.206104], [1.972056, 1.383979, -0.346497], [2.955873, 1.305243, 0.639217], [4.345538, 1.477792, 0.253532], [4.746138, 1.377780, -1.090709], [6.056975, 1.580488, -1.479587], [7.044546, 1.890514, -0.551479], [6.669229, 2.002343, 0.782047], [5.358028, 1.803410, 1.174957], [2.531907, 0.976747, 1.980373], [1.213910, 1.249643, 2.411040], [0.757412, 0.895179, 3.664860], [1.582332, 0.247500, 4.580590], [2.887304, -0.029746, 4.184263], [3.351081, 0.321073, 2.928506], [3.993647, 1.146412, -1.835415], [6.312748, 1.490509, -2.528785], [8.069239, 2.047302, -0.857951], [7.406406, 2.265796, 1.531698], [5.100551, 1.933386, 2.218089], [0.546052, 1.753939, 1.722309], [-0.262836, 1.139953, 3.936877], [1.229737, -0.011589, 5.568972], [3.561797, -0.536056, 4.865326], [4.369595, 0.071529, 2.659959], [-3.115389, 2.526200, 2.598354], [-3.459375, 2.235601, 1.214052], [-4.490904, 2.892650, 0.597268], [-4.797092, 2.688614, -0.691120], [-3.979350, 1.766227, -1.464671], [-4.207284, 1.531942, -2.663017], [-2.957904, 1.145741, -0.819828], [-2.704588, 1.345110, 0.491343], [-1.778446, 0.712174, 1.039318], [-4.032318, 2.615036, 3.178717], [-2.541797, 3.451117, 2.663516], [-2.511691, 1.710529, 2.985039], [-5.039546, 3.578391, 1.228742], [-5.616818, 3.201397, -1.167804]], "forces_ev_per_a": [[-0.2, 1.4, 1.0], [0.2, 0.1, 0.0], [0.0, 0.0, 0.0], [-0.1, -0.1, -0.1], [0.1, -0.3, 0.0], [-0.4, -0.1, -0.1], [0.3, -0.1, 0.3], [-0.4, -0.5, 0.1], [0.0, 0.0, 0.1], [0.0, 0.0, 0.0], [-0.1, 0.1, -0.1], [0.0, 0.0, 0.0], [0.0, 0.0, 0.1], [0.0, 0.1, 0.0], [0.0, 0.0, -0.1], [0.0, 0.0, 0.0], [0.0, 0.0, 0.0], [-0.1, 0.0, 0.0], [0.2, -0.1, -0.3], [0.0, 0.1, 0.1], [-0.1, 0.1, 0.1], [0.3, -0.8, -0.7], [-0.1, 0.0, -0.4], [-0.2, 0.4, 0.5], [0.4, -0.7, -0.4], [0.1, 0.1, 0.0], [0.0, -0.1, 0.2], [0.0, -0.1, 0.1], [0.0, 0.0, 0.0], [0.0, 0.1, 0.1], [0.5, 0.4, -0.3], [-0.3, -0.3, 0.0], [0.0, 0.0, 0.0], [0.1, 0.0, 0.0], [-0.1, 0.0, -0.1], [0.1, 0.0, 0.0], [-0.1, 0.0, 0.0], [0.1, 0.0, 0.0], [0.0, 0.1, 0.1], [0.0, 0.0, 0.1], [-0.1, 0.1, -0.1], [0.0, 0.0, 0.1], [0.0, 0.0, -0.1], [0.0, -0.1, 0.0], [0.1, 0.0, 0.0], [0.0, 0.0, 0.0], [0.0, 0.0, 0.0], [0.0, 0.0, 0.0], [0.0, 0.0, 0.0], [0.1, 0.1, -0.1], [0.0, 0.0, 0.0], [-0.1, 0.0, 0.0], [0.0, 0.0, 0.1], [0.0, 0.0, 0.0], [-0.1, -0.1, 0.0], [0.0, 0.0, 0.0], [-0.1, 0.1, 0.0], [0.0, 0.0, 0.0], [0.0, 0.0, 0.0], [-0.1, -0.1, 0.0], [0.0, 0.1, -0.2], [0.1, 0.0, 0.2], [-0.1, -0.1, -0.3], [0.0, 0.0, 0.1], [0.0, 0.0, 0.0], [0.0, 0.0, 0.0], [0.0, 0.0, 0.0], [0.0, 0.0, 0.0], [0.0, 0.0, 0.0]]}

(3)
{"formula": "C27H26N2O7", "method": "ωB97M-V with the def2-TZVPD basis set", "e_above_lowest_ev": 0.000, "largest_force_ev_per_a": 1.964, "e_lumo_ev": -1.017, "homo_ev": -8.73, "smiles": "Cc1cc(O)c2c(c1)C(=O)c1cc(O)cc(O)c1C2=O.CNC(=O)[C@H](Cc1ccccc1)NC(C)=O", "orbital_gap_ev": 7.7, "species": ["O", "O", "O", "O", "O", "O", "O", "C", "C", "C", "C", "C", "C", "C", "C", "C", "C", "C", "C", "C", "C", "C", "C", "C", "C", "C", "C", "C", "C", "N", "N", "C", "C", "C", "C", "C", "H", "H", "H", "H", "H", "H", "H", "H", "H", "H", "H", "H", "H", "H", "H", "H", "H", "H", "H", "H", "H", "H", "H", "H", "H", "H"], "xyz": [[-2.778086, 1.194801, 5.242256], [-1.655761, 2.824648, 0.263655], [4.494899, -3.019517, -4.004917], [3.104172, 0.721817, -4.121558], [-2.590868, -3.080098, 2.575213], [-1.608889, 0.254931, -0.612224], [-1.600451, 5.324077, 1.014338], [-2.522215, 1.560730, 4.095403], [-1.907506, 2.425118, 1.399550], [4.471220, -2.402920, -2.946956], [2.558979, -0.323058, -4.460772], [0.073674, -4.174180, 0.309016], [-0.347879, -4.285073, -1.027729], [0.788837, -3.038167, 0.726494], [-2.120365, -1.362665, 0.991480], [-2.549127, -0.805596, 3.279425], [-2.028903, 5.733326, 3.286788], [-2.477278, 3.951300, 4.831517], [-0.042075, -3.266806, -1.949108], [1.091368, -2.018067, -0.193802], [-2.423600, -1.759859, 2.283336], [-1.935336, -0.017221, 0.684972], [-1.891785, 4.816142, 2.249140], [-2.381250, 0.565904, 3.007525], [-2.348333, 2.997900, 3.801776], [-2.073809, 0.975569, 1.684248], [-2.049523, 3.429710, 2.485788], [-2.325076, 5.316046, 4.583035], [0.683811, -2.132477, -1.537161], [2.184902, -0.481312, -5.734478], [3.438397, -1.655918, -2.564511], [5.639385, -2.477380, -1.993141], [-2.458849, 6.319043, 5.696758], [1.605613, -1.675061, -6.349260], [1.053670, -1.059324, -2.546653], [2.269166, -1.419187, -3.414711], [-2.467024, -3.612435, 1.774794], [-1.399936, -0.567646, -1.079980], [-1.532753, 4.574161, 0.384371], [-0.140578, -4.966140, 1.014117], [-0.884757, -5.165937, -1.353528], [1.108635, -2.949307, 1.756447], [-2.017837, -2.111341, 0.215591], [-2.785788, -1.144771, 4.284191], [-1.897577, 6.788164, 3.067805], [-2.700057, 3.627241, 5.845704], [-0.344792, -3.370543, -2.981580], [1.643825, -1.148538, 0.134416], [2.407943, 0.297752, -6.335376], [3.511248, -1.139631, -1.704497], [5.301704, -2.884431, -1.041995], [6.047956, -1.479191, -1.848651], [6.403086, -3.125737, -2.420396], [-1.499345, 6.438346, 6.208517], [-2.770125, 7.292771, 5.305984], [-3.205420, 5.988932, 6.425341], [0.661586, -1.931942, -5.866899], [1.422122, -1.492921, -7.409645], [2.301735, -2.512404, -6.255369], [1.255425, -0.123759, -2.021397], [0.197701, -0.887927, -3.201117], [2.041898, -2.349941, -3.931579]], "forces_ev_per_a": [[0.2, 0.2, -1.2], [0.0, -0.2, 0.0], [-0.3, 0.2, 0.0], [-0.1, -0.4, 0.3], [0.0, 0.2, 0.1], [0.0, 0.6, 0.4], [-0.2, -0.3, 0.8], [-0.4, -0.4, 1.8], [0.1, 0.5, -0.5], [1.2, -1.1, -0.8], [0.6, 1.1, 0.8], [0.2, 0.6, -0.5], [0.5, 0.7, 0.2], [-0.2, 0.0, -0.8], [-0.1, 0.3, 0.4], [-0.1, 0.7, 0.8], [-0.1, -0.1, 0.4], [0.0, -0.7, -0.3], [0.2, -0.1, 1.1], [-0.5, -1.0, -0.2], [0.1, 0.0, -0.6], [0.1, -0.5, -0.5], [0.2, -0.1, -1.1], [0.1, -1.5, -1.3], [0.2, 1.5, -0.1], [0.0, 0.3, 0.2], [-0.2, -0.5, 0.7], [0.1, -0.1, -0.5], [0.1, -0.2, 0.1], [-0.6, -0.7, -0.9], [-1.4, 0.8, 0.1], [-0.1, 0.0, 0.0], [-0.1, 0.0, -0.1], [0.3, 0.0, 0.3], [0.0, 0.0, 0.2], [0.2, -0.5, 0.0], [0.0, 0.2, 0.2], [-0.1, 0.1, 0.3], [-0.1, -0.1, 0.2], [0.0, 0.0, 0.0], [0.0, 0.0, 0.0], [0.0, 0.0, 0.0], [0.1, 0.0, -0.1], [0.0, 0.2, -0.1], [0.0, -0.1, -0.1], [0.0, -0.1, -0.3], [0.0, 0.0, -0.1], [0.0, 0.1, 0.0], [0.0, 0.0, 0.2], [0.0, 0.1, -0.1], [0.1, 0.1, 0.2], [0.1, 0.0, 0.2], [-0.1, 0.1, 0.0], [-0.1, 0.0, 0.0], [0.1, -0.1, 0.1], [0.2, 0.1, -0.1], [-0.1, -0.1, -0.1], [0.0, 0.1, 0.2], [-0.1, 0.0, -0.1], [0.0, 0.1, -0.1], [0.0, 0.1, -0.1], [0.2, -0.2, 0.0]]}